# 1
The following is a quantum chemistry calculation of an isolated molecule of C25H26N2O3, from OMol25.

Values from the calculation:
Orbital gap = 8.6 eV
ΔE to the lowest compared entry with this formula, charge and spin = 31.3 kcal per mole
M = 402.5 g/mol
Total energy = -35470.9073 eV

Each line ends with the Löwdin charge.
Positions of all 56 atoms, in Å:
O -0.472648 -1.701270 0.035501  0.02
O -3.602035 -0.714046 -0.315455  0.11
O 0.203876 -0.535813 1.837374  0.07
N 5.550577 -0.782911 -1.671565  -0.11
N -2.413120 0.252208 1.374704  0.14
C -6.397220 0.221098 0.664174  -0.04
C 5.845243 -1.479646 -2.904233  -0.22
C -6.969441 -1.871646 1.686962  -0.09
C 6.580756 0.089428 -1.146993  -0.22
C 4.043553 -0.228301 0.140251  -0.02
C -5.328798 0.371587 1.541079  -0.20
C 6.311384 1.571251 -1.414982  -0.07
C -5.063320 2.832679 1.517664  -0.02
C -7.207292 -0.896698 0.733443  -0.08
C 5.505216 -0.676960 -4.161801  -0.07
C -5.100359 -0.609384 2.501831  -0.04
C 1.984751 -1.539507 -1.161267  0.00
C -2.914826 3.886950 1.588339  -0.09
C -2.311326 2.645550 1.532003  -0.01
C -5.916028 -1.722758 2.573152  -0.08
C -4.296687 3.981509 1.564145  -0.09
C 2.802174 -0.302978 0.720417  0.00
C 1.745355 -0.960816 0.086459  -0.14
C 4.305113 -0.818832 -1.112296  -0.21
C -1.746850 -1.933088 0.624285  -0.05
C -2.701617 -0.730157 0.491464  -0.43
C -3.079795 1.488441 1.462645  -0.17
C -4.475984 1.570932 1.487025  -0.12
C 0.445770 -1.026382 0.747508  -0.43
C 3.226023 -1.468447 -1.744463  -0.01
H -8.026596 -1.010275 0.038286  0.10
H -4.774995 4.949124 1.595442  0.10
H -1.509025 0.188016 1.844388  0.11
H 2.624448 0.146646 1.685838  0.12
H 6.289873 1.770521 -2.482895  0.06
H 5.355296 1.870519 -0.994231  0.07
H 5.658521 -1.291717 -5.045062  0.07
H 4.822814 0.284526 0.678259  0.10
H 5.306796 -2.430317 -2.910976  0.11
H 7.526376 -0.191786 -1.615201  0.12
H -5.729141 -2.478099 3.323404  0.10
H 3.351020 -1.919623 -2.714505  0.10
H 6.913042 -1.717622 -2.908753  0.12
H 1.178769 -2.041149 -1.673435  0.12
H -4.284841 -0.491411 3.201815  0.12
H -7.601720 -2.746140 1.739291  0.10
H -6.141398 2.901333 1.533635  0.12
H 4.469104 -0.349575 -4.138220  0.07
H -1.233932 2.558833 1.535181  0.11
H 6.691958 -0.078728 -0.071000  0.11
H -2.308102 4.778540 1.642984  0.10
H 7.095808 2.175073 -0.965887  0.07
H 6.141639 0.200467 -4.240754  0.06
H -2.172199 -2.773473 0.073454  0.14
H -1.624684 -2.187748 1.683517  0.14
H -6.571277 0.972077 -0.091943  0.12

Atoms 1-6, force components in eV/Å:
0.302 0.130 -0.217
-0.040 -0.034 -0.190
0.124 -0.168 -0.168
0.173 -0.107 0.001
0.284 0.353 0.470
0.082 0.018 0.091

# 2
The following is a quantum chemistry calculation of a cluster of 2 separate species, C25H26N2O4S2 in total in a non-equilibrium geometry, from OMol25.

Values from the calculation:
Orbital gap = 7.9 eV
M = 482.6 g/mol
Total energy = -59185.6608 eV

Each line ends with the Löwdin charge.
Positions of all 59 atoms, in Å:
S 0.715430 -1.591698 0.235116  0.70
S -2.073006 -1.732080 1.464407  0.69
O -2.615869 -1.233946 0.214093  -0.31
O 0.210587 -0.227810 0.199003  -0.32
O 1.107628 -2.252255 -0.983214  -0.30
O -2.818876 -2.633447 2.300327  -0.30
N -5.781391 -6.029864 -2.637508  -0.09
N -2.538233 -4.724845 -0.329442  0.02
C -6.800808 -7.175114 -0.750623  -0.17
C -1.485963 2.092904 2.774178  -0.07
C -6.616574 -7.135052 -2.253461  -0.18
C -0.476862 -3.947949 1.145463  0.06
C -4.482786 -6.132414 -0.588289  -0.13
C 3.325565 -0.360588 3.108157  -0.07
C -0.833344 1.913948 3.999502  -0.08
C -0.582091 0.614701 4.459215  -0.08
C 3.133098 -2.467060 1.271133  -0.06
C 2.154420 -1.474472 1.318165  -0.26
C -1.870505 0.990128 2.005874  -0.06
C 4.197183 -2.422571 2.179202  -0.07
C -1.595488 -0.293580 2.470302  -0.28
C -5.926220 -5.709366 -4.030422  -0.18
C 4.289708 -1.378791 3.112441  -0.07
C 2.299204 -0.368815 2.157917  -0.05
C -0.554170 -2.611389 1.009623  -0.39
C -3.367595 -5.659073 0.133270  -0.09
C -5.450376 -7.131821 -0.031728  -0.15
C -3.997303 -4.120889 -3.772525  -0.15
C -4.695900 -5.628033 -1.894606  -0.10
C -3.782018 -4.665926 -2.395008  -0.12
C -1.003095 -0.494041 3.717522  -0.06
C -2.716647 -4.255044 -1.564208  -0.07
C -5.414975 -4.312604 -4.317458  -0.17
H -6.990095 -5.789567 -4.272136  0.12
H 4.951818 -3.213887 2.162472  0.11
H -5.434230 -4.159741 -5.397981  0.11
H -5.401174 -6.456037 -4.650509  0.13
H 0.452810 -4.435817 0.874003  0.09
H -1.276349 -4.518219 1.615108  0.06
H -6.188888 -8.083295 -2.621328  0.13
H -0.056538 0.462168 5.405691  0.11
H 1.606609 0.469628 2.084194  0.11
H -3.136946 -6.050867 1.127346  0.12
H -7.339623 -8.090121 -0.497866  0.11
H -6.100706 -3.585086 -3.866312  0.12
H -1.978313 -3.525431 -1.906298  0.12
H -0.854603 -1.510145 4.085587  0.12
H -3.745751 -3.052080 -3.770895  0.12
H 5.107810 -1.360894 3.843923  0.11
H 3.367299 0.445194 3.847960  0.11
H -7.578627 -7.005054 -2.757794  0.12
H -5.003127 -8.137500 -0.097478  0.12
H -7.425640 -6.326501 -0.446364  0.12
H -2.373903 1.122838 1.049218  0.12
H -1.691779 3.098918 2.402025  0.11
H 3.055859 -3.259496 0.528778  0.11
H -5.609967 -6.914733 1.032695  0.12
H -0.517919 2.782379 4.593979  0.11
H -3.301210 -4.621489 -4.466172  0.12

Atoms 1-6, force components in eV/Å:
0.079 1.273 -0.274
0.127 0.551 -0.879
0.096 -0.278 1.005
0.105 -1.086 -0.077
0.073 -0.170 0.354
0.031 0.029 0.040

# 3
The following is a quantum chemistry calculation of a structure of composition C25H26N2PW, from OMol25.

Values from the calculation:
Orbital gap (spin up / spin down) = 6.3 / 6.3 eV
Total charge = +3
ΔE to the lowest compared entry with this formula, charge and spin = 0.0 kcal per mole
M = 569.3 g/mol
Total energy = -40413.8591 eV

Each line ends with the Löwdin charge.
Positions of all 55 atoms, in Å:
W -0.430131 -0.087388 1.402428  1.47
P -2.721479 -0.467803 0.754013  1.04
N 1.367759 -0.921785 2.423140  -0.07
N 0.751645 0.026811 -0.405527  -0.09
C -4.390688 -2.464010 -0.143800  -0.07
C -0.782358 3.958228 2.429965  -0.01
C -0.684697 -2.859380 4.101044  -0.02
C -4.060911 -1.737159 -2.821663  -0.04
C 2.111971 0.663656 -0.259819  -0.18
C -3.112122 3.241027 2.141054  -0.13
C -5.071749 -3.147495 -1.136938  -0.03
C -1.292331 -1.634032 4.406287  -0.01
C -3.371112 -1.048896 -1.839477  -0.08
C -0.332789 2.710187 2.014362  -0.06
C -2.658402 1.983382 1.702689  -0.20
C -4.935637 1.231532 1.404007  0.01
C -1.243401 1.695290 1.644777  -0.30
C -5.393261 2.488766 1.831335  0.00
C -4.507075 3.474508 2.192875  0.05
C -4.906242 -2.783885 -2.468712  -0.01
C -1.991655 -0.924135 3.439959  -0.09
C -1.416829 -2.645109 1.811839  -0.10
C -3.578421 0.985441 1.347810  -0.28
C -3.535866 -1.415428 -0.499259  -0.38
C 2.587365 -0.072180 2.169485  -0.18
C -0.729784 -3.351572 2.809980  -0.03
C -2.127140 -1.461735 2.128700  -0.48
C -2.142324 4.213862 2.489111  0.09
C 3.006601 -0.092197 0.708670  -0.16
H 3.992865 0.372943 0.650772  0.15
H -1.250167 -1.253689 5.419906  0.14
H 3.398401 -0.446525 2.793589  0.14
H 0.872629 -0.921396 -0.773092  0.13
H 1.950637 1.694395 0.063683  0.12
H -1.508562 -3.058897 0.812690  0.13
H -4.529950 -2.745374 0.893820  0.12
H -0.267572 -4.300518 2.566779  0.14
H 3.160356 -1.122751 0.369861  0.13
H -0.077288 4.728556 2.710021  0.13
H 0.239319 0.512818 -1.142160  0.12
H 2.572754 0.705084 -1.246362  0.14
H 2.366568 0.941975 2.511900  0.12
H -5.735549 -3.960633 -0.877038  0.13
H 0.743417 2.543317 1.988599  0.10
H -0.187548 -3.422652 4.880922  0.14
H -2.479955 5.191762 2.814688  0.15
H -5.652101 0.474054 1.108932  0.13
H -4.874985 4.441587 2.512966  0.14
H -5.443721 -3.319419 -3.239968  0.13
H -2.521740 -0.019532 3.712782  0.13
H 1.574417 -1.865060 2.091446  0.11
H -6.456794 2.680880 1.867504  0.14
H -2.725103 -0.222684 -2.115019  0.11
H 1.230024 -1.027160 3.427241  0.10
H -3.944878 -1.458939 -3.860070  0.13

Atoms 1-6, force components in eV/Å:
-0.114 -0.187 0.045
0.089 -0.024 -0.041
-0.069 0.013 -0.111
-0.044 0.062 0.055
-0.024 -0.043 0.052
0.082 -0.007 -0.015